Density functional theory data (ωB97M-V/def2-TZVPD) for C36H43N5O4PPtS as an isolated structure.

Geometry as XYZ:
```
91
C36H43N5O4PPtS | the Open Molecules 2025 dataset | ωB97M-V/def2-TZVPD
Pt -1.562 -1.121 0.655
C 0.983 -4.888 -2.603
C 1.399 -3.476 -2.851
N 0.248 -2.551 -3.195
C -0.129 -2.547 -4.588
C 0.580 -1.528 -5.419
C -0.600 -2.041 -2.239
S -0.291 -2.514 -0.599
N -1.632 -1.437 -2.700
C -2.510 -0.534 -2.173
O -2.639 -0.210 -0.933
C -3.236 0.296 -3.190
C -4.284 1.013 -2.647
C -5.228 1.614 -3.455
C -5.260 1.294 -4.803
C -4.283 0.462 -5.311
C -3.225 0.036 -4.528
H 0.324 -5.008 -1.656
H 1.880 -5.536 -2.485
H 0.403 -5.204 -3.436
H 2.070 -3.356 -3.707
H 1.885 -3.048 -1.976
H -1.257 -2.378 -4.648
H 0.022 -3.506 -5.080
H 0.194 -0.541 -5.148
H 0.420 -1.627 -6.472
H 1.653 -1.528 -5.258
H -4.262 1.183 -1.579
H -5.944 2.307 -3.019
H -6.131 1.634 -5.382
H -4.297 0.205 -6.347
H -2.386 -0.459 -5.002
C 7.362 4.419 0.488
C 6.244 4.772 1.495
C 5.171 3.779 1.883
O 6.244 5.843 2.047
H 7.142 3.405 0.162
H 8.310 4.437 1.092
H 7.407 5.076 -0.401
H 5.502 2.784 1.573
H 4.211 3.870 1.416
H 5.192 3.823 2.963
C 0.969 6.166 -1.597
P 1.554 4.548 -0.904
C 0.552 3.389 -1.882
C 0.618 4.465 0.708
O 3.077 4.531 -0.965
H -0.140 6.202 -1.412
H 1.093 6.123 -2.718
H 1.578 6.990 -1.214
H -0.530 3.574 -1.686
H 0.837 2.433 -1.624
H 0.787 3.681 -2.948
H 0.590 3.517 1.247
H -0.432 4.849 0.475
H 1.083 5.223 1.309
N -4.340 -1.411 2.052
C -3.976 -0.082 1.862
O -2.785 0.212 1.744
C -5.035 0.922 1.717
C -4.726 2.268 1.884
N -4.551 3.431 2.024
C -6.376 0.569 1.813
N -7.514 0.244 1.750
H -5.380 -1.612 2.211
H -3.811 -2.008 2.674
C 4.523 -2.030 3.873
C 4.114 -0.686 3.671
C 2.790 -0.308 3.405
C 1.885 -1.323 3.015
C 2.284 -2.618 3.154
C 3.626 -3.014 3.502
C 0.548 -0.973 2.415
C -0.590 -1.707 2.328
C -1.052 -2.783 3.228
C -0.520 -2.870 4.537
C -0.934 -3.900 5.420
C -1.830 -4.873 5.017
C -2.328 -4.788 3.722
C -1.911 -3.804 2.802
H 5.501 -2.372 4.330
H 4.787 0.152 3.736
H 2.577 0.802 3.289
H 1.560 -3.387 2.964
H 3.799 -4.097 3.826
H 0.369 0.041 2.101
H 0.226 -2.168 4.812
H -0.609 -3.831 6.512
H -2.235 -5.589 5.701
H -3.082 -5.576 3.395
H -2.329 -3.736 1.779
```

As for the expectation value of S²: 6.0828. Its HOMO energy (spin up / spin down) is -0.323 / -0.386 hartree. As for the orbital gap (spin up / spin down): 0.2054 / 0.1518 Eh. The spin multiplicity is 5. As for the total charge: +1.

These are the Löwdin partial charges, in e, on atoms 1 to 5: 1.00, -0.09, -0.24, -0.09, -0.25

Density functional theory data (ωB97M-V/def2-TZVPD) for C36H44AuGeN4O2Se as an isolated structure.

Geometry as XYZ:
```
89
C36H44AuGeN4O2Se | the Open Molecules 2025 dataset | ωB97M-V/def2-TZVPD
Au 1.709 0.210 0.268
C 4.242 -2.807 2.428
C 3.545 -2.009 1.374
N 2.705 -1.066 1.620
O 2.465 -0.644 2.911
C 3.835 -2.361 -0.029
C 4.519 -3.637 -0.423
N 3.468 -1.508 -0.922
O 3.555 -1.493 -2.128
H 3.919 -2.608 3.447
H 5.320 -2.644 2.367
H 4.063 -3.866 2.239
H 3.140 -1.018 3.499
H 5.365 -3.853 0.228
H 4.887 -3.548 -1.443
H 3.824 -4.478 -0.382
C -0.480 -1.883 2.249
Ge -0.423 -1.388 0.380
C -1.994 -0.428 -0.166
C -2.291 0.900 0.121
C -3.539 1.411 -0.194
C -4.491 0.606 -0.809
C -4.200 -0.718 -1.101
C -2.953 -1.238 -0.780
C 0.411 -2.670 -0.763
C 0.863 -3.814 -0.137
C 1.482 -4.845 -0.866
C 1.675 -4.696 -2.211
C 1.246 -3.531 -2.893
C 1.462 -3.380 -4.285
C 1.039 -2.259 -4.936
C 0.366 -1.244 -4.225
C 0.141 -1.364 -2.882
C 0.584 -2.505 -2.173
H -1.260 -2.645 2.333
H -0.775 -1.027 2.853
H 0.456 -2.287 2.623
H -1.565 1.528 0.627
H -3.782 2.436 0.059
H -5.464 1.011 -1.051
H -4.940 -1.349 -1.575
H -2.738 -2.274 -1.023
H 0.729 -3.942 0.932
H 1.792 -5.751 -0.363
H 2.157 -5.480 -2.782
H 1.967 -4.173 -4.823
H 1.207 -2.150 -5.999
H 0.015 -0.368 -4.754
H -0.403 -0.585 -2.362
C 1.519 5.030 -3.472
C 0.504 4.168 -4.221
C -0.947 4.357 -3.769
C -1.364 3.529 -2.558
N -0.625 3.877 -1.337
C 0.382 3.198 -0.769
Se 1.039 1.604 -1.557
N 0.858 3.906 0.271
C 1.971 3.613 1.178
C 3.234 4.388 0.818
C 3.984 3.819 -0.385
C 4.674 2.492 -0.095
C 0.114 5.081 0.383
C 0.184 6.130 1.296
C -0.723 7.155 1.123
C -1.669 7.138 0.085
C -1.738 6.096 -0.815
C -0.819 5.064 -0.640
H 2.515 4.913 -3.898
H 1.591 4.783 -2.410
H 1.253 6.086 -3.543
H 0.776 3.109 -4.155
H 0.562 4.421 -5.281
H -1.628 4.067 -4.571
H -1.134 5.417 -3.578
H -1.207 2.467 -2.736
H -2.422 3.672 -2.337
H 2.150 2.541 1.157
H 1.622 3.858 2.181
H 3.888 4.384 1.694
H 2.966 5.432 0.638
H 4.737 4.545 -0.698
H 3.303 3.712 -1.235
H 5.401 2.598 0.712
H 5.200 2.121 -0.974
H 3.962 1.711 0.201
H 0.911 6.152 2.096
H -0.705 7.995 1.802
H -2.359 7.965 -0.009
H -2.468 6.087 -1.612
```

As for the expectation value of S²: 0.7683. Its HOMO energy (spin up / spin down) is -0.488 / -0.488 hartree. The energy above the lowest of the compared OMol25 structures with the same formula, charge and spin is 0.222 eV. As for the orbital gap (spin up / spin down): 0.2387 / 0.2373 Eh. The spin multiplicity is 2. As for the total charge: +2.

These are the Löwdin partial charges, in e, on atoms 1 to 5: 0.65, 0.03, -0.24, -0.14, -0.02

Which of these has the highest total charge? C36H44AuGeN4O2Se

What is the spin multiplicity in the second record? 2

Among the records above, which one has the highest spin multiplicity? C36H43N5O4PPtS